Below is 2 unconnected molecules or ions with the total composition C8H19NOPS, with properties calculated with ωB97M-V with the def2-TZVPD basis set.

The total charge is +1. The value obtained for the HOMO energy is -11.77 eV. As for the relative energy (zero: lowest compared OMol25 entry of this formula, charge and spin): 117.6 kcal per mole. The value obtained for the frontier orbital gap is 7.84 eV. For the strongest force on any atom, the calculation gives 2.630 eV/Å.

Cartesian coordinates (Å):
1 H -1.24 -0.56 2.45
2 H -2.72 4.09 -1.78
3 C 4.47 0.19 1.82
4 H 0.07 -0.73 -1.00
5 H 3.73 -2.08 0.25
6 H -1.83 -0.24 -3.51
7 H -0.44 -1.79 3.46
8 C 3.40 -0.66 1.91
9 N -3.11 2.06 -1.46
10 C -2.20 0.76 -3.33
11 H 4.30 -2.57 1.82
12 H 1.93 -3.09 3.00
13 C 0.50 -0.53 -0.02
14 C -0.90 -1.59 2.49
15 H -1.78 -2.23 2.43
16 H -3.05 0.94 -3.98
17 H -0.03 0.34 0.37
18 H 4.82 0.64 0.90
19 H 5.04 0.45 2.72
20 H -2.99 3.15 -3.26
21 H -1.41 1.47 -3.56
22 O -2.51 -0.07 -1.10
23 P 0.16 -2.01 1.04
24 H -4.35 3.56 -2.21
25 C -3.30 3.28 -2.23
26 S 1.97 -3.04 1.64
27 H 2.43 -0.39 2.33
28 H 1.55 -0.25 -0.11
29 H -3.36 2.07 -0.49
30 C -2.61 0.87 -1.88
31 C 3.48 -2.06 1.32

Listed below, in e, are the Mulliken charges computed for each atom: H 0.3024; H 0.2855; C -0.7347; H 0.2496; H 0.4273; H 0.3044; H 0.3771; C -0.3032; N -0.1524; C -1.3554; H 0.4277; H 0.2342; C -0.8714; C -0.9383; H 0.3341; H 0.4197; H 0.2924; H 0.2757; H 0.2627; H 0.3228; H 0.3699; O -0.6485; P 0.2932; H 0.2942; C -0.8343; S -0.0117; H 0.3711; H 0.4447; H 0.2327; C 0.7854; C -0.4569